Record 1
The following is a quantum chemistry calculation of 3 unconnected molecules or ions with the total composition C3H11NO4, from the Open Molecules 2025 dataset.

```
19
Properties=species:S:1:pos:R:3:forces:R:3:nbo_charge:R:1
C -2.06592 -1.34480 1.38446 0.992 0.189 0.998 -0.612
C -1.79293 -1.19016 -0.11536 0.172 1.058 0.944 -0.162
N -2.51271 0.00714 -0.59445 -0.464 -0.237 -0.682 -0.827
C -0.29178 -1.06659 -0.26072 0.022 0.140 -1.447 0.789
O 0.46646 -1.97651 -0.47494 -0.139 0.051 0.571 -0.586
O 0.12653 0.22482 -0.27720 0.041 -0.215 0.493 -0.693
H -1.32242 -1.97404 1.89383 -0.435 -0.685 -0.474 0.217
H -1.84106 -0.41915 1.92319 -0.491 0.385 -0.495 0.223
H -3.07808 -1.65255 1.62578 -0.037 -0.092 -0.117 0.220
H -2.10074 -2.07473 -0.63860 0.044 -0.548 -0.288 0.208
H -2.01817 0.54558 -1.29619 0.546 -0.070 0.270 0.369
H -3.31153 -0.31592 -1.13236 -0.233 -0.014 0.338 0.357
H 1.09458 0.18059 -0.27090 0.009 0.065 -0.102 0.495
O 4.26610 0.28778 1.97094 -1.009 0.351 0.317 -0.958
H 4.26925 -0.21970 1.15705 0.700 -0.038 0.147 0.478
H 5.13118 0.42223 2.35644 0.302 -0.333 -0.483 0.480
O 1.91122 3.54961 -2.72957 -0.306 -0.216 0.343 -0.934
H 1.62541 4.24690 -2.12719 0.106 0.021 -0.126 0.468
H 1.44462 2.76948 -2.39422 0.180 0.187 -0.209 0.466
```
Positions in Å, forces in eV/Å.

Values from the calculation:
**Highest occupied orbital energy**: -9.8 eV
**Energy**: -476.61858 Ha
**Kohn-Sham gap**: 10.160 eV
**ΔE to the lowest compared entry with this formula, charge and spin**: 1.608 eV
**SMILES**: C[C@@H](N)C(=O)O.O.O


Record 2
The following is a quantum chemistry calculation of a molecular structure, C16H24BKO20, from the Open Molecules 2025 dataset.

```
62
Properties=species:S:1:pos:R:3:forces:R:3:nbo_charge:R:1
K 8.54660 19.61576 20.82780 -0.105 0.420 0.121 0.966
O 10.66239 21.42846 20.90911 0.141 0.597 1.120 -0.601
C 10.49337 22.36065 21.66688 -1.223 0.845 -1.639 0.695
O 9.39070 23.15943 21.61613 0.645 -1.317 0.573 -0.672
B 9.34231 23.96353 22.86837 -0.042 1.391 -0.842 1.163
O 10.73200 23.97142 23.29525 1.055 -0.293 0.400 -0.636
C 11.42834 23.00424 22.71745 2.777 -1.551 1.407 0.678
O 12.57116 22.59677 23.01241 -3.612 1.522 -1.034 -0.545
O 8.44433 23.43062 23.88073 -0.392 -0.606 0.508 -0.679
C 7.39980 24.23690 24.05367 -0.123 0.916 -1.080 0.685
O 6.41822 24.11209 24.70752 -0.118 -0.889 0.753 -0.530
C 7.60482 25.45759 23.13220 -0.510 1.404 -0.159 0.662
O 8.81075 25.36098 22.59345 0.296 -1.082 -0.176 -0.647
O 6.80251 26.35329 22.95077 1.044 -1.272 0.194 -0.556
C 3.89379 17.46274 21.18564 -0.563 0.898 0.159 -0.258
O 4.80622 16.39864 21.34290 -0.181 -0.789 -0.531 -0.506
C 6.09703 16.55380 21.11947 1.462 1.021 2.115 1.017
O 6.74913 17.60014 21.08768 -1.590 -1.284 -0.974 -0.684
O 6.74996 15.40304 21.22748 0.714 -0.240 -0.386 -0.504
C 6.23646 14.23469 21.86316 -1.110 -0.436 0.194 -0.261
H 3.68320 17.63350 20.12990 0.406 0.324 0.034 0.199
H 4.25670 18.32975 21.73763 0.022 0.226 -0.474 0.203
H 2.93267 17.19460 21.62433 0.288 -0.453 0.181 0.207
H 6.97034 13.83181 22.56116 0.193 0.317 -0.201 0.198
H 5.97159 13.45468 21.14934 0.289 0.186 -0.292 0.197
H 5.31265 14.43913 22.40434 0.164 0.206 0.085 0.202
C 5.99868 19.15035 24.02037 1.383 -0.315 0.197 -0.246
O 5.16330 20.22462 23.76683 -1.407 1.088 -0.101 -0.495
C 5.36482 21.05323 22.74692 -1.544 0.813 -0.891 1.007
O 6.10971 20.89972 21.80218 -0.120 0.117 0.860 -0.666
O 4.41317 22.03322 22.89840 1.381 -0.380 -0.206 -0.498
C 4.01069 22.87543 21.79745 -1.166 -0.111 0.232 -0.270
H 6.11080 18.46155 23.18306 -0.060 0.146 -0.104 0.185
H 5.60228 18.62468 24.88907 0.003 0.147 -0.093 0.202
H 6.96144 19.60076 24.26187 0.393 -0.551 0.131 0.182
H 4.40519 23.88339 21.66907 1.582 -0.495 0.171 0.210
H 3.01811 23.21631 22.09189 -0.426 -0.738 -0.036 0.200
H 3.95155 22.28315 20.88432 0.216 0.288 -0.038 0.190
C 9.66620 21.58690 16.77974 1.465 -1.014 0.407 -0.254
O 9.13507 22.73082 17.29991 -2.453 2.334 1.606 -0.502
C 8.28841 22.72548 18.38491 0.223 -0.969 -0.995 1.016
O 7.92382 21.75492 19.03064 0.692 0.910 -0.726 -0.686
O 7.87772 23.96889 18.48213 1.395 0.514 -0.526 -0.478
C 7.14465 24.42971 19.57013 -2.285 -0.176 1.044 -0.263
H 9.83572 21.71891 15.71112 -0.530 -0.144 -0.017 0.195
H 9.06305 20.72413 17.06250 0.250 -0.215 -0.305 0.187
H 10.65878 21.59695 17.23004 0.284 -1.111 -0.089 0.189
H 6.37520 23.68201 19.76244 -0.056 -0.078 0.438 0.184
H 6.59582 25.32262 19.27079 0.348 0.043 -0.306 0.198
H 7.64931 24.66945 20.50605 0.676 -0.305 -0.478 0.213
C 9.98879 20.43287 25.45692 -0.104 1.264 0.215 -0.259
O 10.06394 19.04236 25.54270 -0.031 -3.532 -1.005 -0.494
C 9.91419 18.30915 24.39224 0.507 0.198 -0.128 1.008
O 9.95480 18.78969 23.27463 -0.534 -0.392 0.702 -0.680
O 9.79821 16.96566 24.64410 0.288 3.277 2.397 -0.504
C 9.53364 16.04691 23.64254 0.160 -0.535 -0.485 -0.247
H 10.71666 20.86240 24.76858 -0.418 -0.120 -0.465 0.206
H 10.26938 20.84851 26.42471 -0.085 -0.397 0.148 0.207
H 8.93832 20.67761 25.29971 0.227 0.559 -0.484 0.189
H 10.04562 16.37023 22.73621 -0.327 -0.418 -0.243 0.202
H 8.45848 15.89579 23.54617 -0.057 0.296 -0.451 0.176
H 9.92611 15.11713 24.05435 0.205 -0.061 -0.434 0.199
```
Positions in Å, forces in eV/Å.

Values from the calculation:
**Highest occupied orbital energy**: -9.4 eV
**Energy**: -2753.93087 Ha
**Kohn-Sham gap**: 9.170 eV
**ΔE to the lowest compared entry with this formula, charge and spin**: 1.677 eV


Record 3
The following is a quantum chemistry calculation of a molecular structure, C33H44FeN4P2, from the Open Molecules 2025 dataset.

```
84
Properties=species:S:1:pos:R:3:forces:R:3:mulliken_charge:R:1
Fe -0.13213 4.01284 0.39938 0.031 -0.246 -0.027 -0.055
C -1.17286 -0.25703 -1.98575 0.008 0.010 -0.772 -0.944
C -0.94723 0.99878 -2.33776 1.144 0.952 1.283 -0.942
C -1.97825 2.09739 -2.18250 0.493 0.044 -0.596 -0.486
C -2.47836 2.82630 -0.88846 -1.107 -0.305 -0.813 1.429
C -2.95725 2.08391 0.34709 0.776 1.334 1.126 0.148
C -3.26521 0.79689 0.43456 -0.011 0.552 -0.206 -0.850
C -3.58730 0.01490 -0.78190 0.324 -1.201 -0.857 -0.977
C -2.49262 -0.80775 -1.52269 -0.160 -0.421 -0.096 -0.859
C 0.89744 1.82395 2.61202 -0.428 0.520 0.538 -1.026
H -0.42439 -1.02123 -2.25159 -0.342 0.438 0.241 1.039
H 0.03644 1.34451 -2.72540 -0.669 -0.616 0.251 0.333
H -2.83400 1.60492 -2.66882 0.032 0.912 0.120 -0.123
H -1.57386 2.93191 -2.80819 -0.740 -0.797 0.242 0.343
H -1.92949 3.82351 -0.72147 -0.219 -1.471 0.238 0.274
H -3.46155 3.18286 -1.25805 0.178 0.429 -0.184 -0.266
H -3.18329 2.79234 1.19901 0.922 -1.156 -0.588 0.183
H -3.48417 0.31215 1.37625 -0.213 0.336 0.198 0.459
H -4.10948 0.64710 -1.52167 0.065 -0.307 0.493 0.360
H -4.28416 -0.76948 -0.44036 -0.079 0.384 -0.382 0.516
H -2.25442 -1.68767 -0.91617 -0.251 -0.009 -0.074 0.436
H -2.99020 -1.16850 -2.44350 0.136 -0.218 0.350 0.219
H 1.61428 1.21446 3.22167 -0.348 0.685 -0.731 0.316
H -0.04643 1.80688 3.20381 0.490 0.294 -0.519 0.273
H 1.23300 2.86642 2.47399 -0.031 -0.373 0.566 0.304
P -3.87642 5.23735 0.50659 -3.519 2.047 1.470 -0.122
P -2.77703 5.13837 -3.03109 -2.288 1.276 -3.027 0.011
N -5.47567 4.79564 1.34562 0.530 -0.758 -0.287 0.530
N -3.90285 6.85581 1.20365 1.111 0.897 0.229 0.532
N -4.29135 4.43530 -3.82296 0.715 -1.190 0.495 0.519
N -2.40967 6.16405 -4.46055 0.733 0.854 -0.345 0.345
C -4.66897 5.72653 -1.09275 -0.097 -0.203 -0.269 -1.217
C -3.66963 6.41178 -2.06009 -0.109 0.062 0.398 -1.205
C -5.51296 4.05410 2.52624 -1.329 0.593 -0.213 -0.578
C -6.81348 4.08982 3.03702 1.276 0.198 -0.841 -0.657
C -7.60679 4.84550 2.13164 0.556 0.226 -0.527 -0.710
C -6.77058 5.25314 1.10697 0.083 -0.102 0.139 -0.236
C -2.78655 7.33981 1.89419 -0.518 0.582 -0.090 -0.424
C -3.03541 8.62829 2.33540 0.116 -0.661 -0.079 -0.602
C -4.37336 8.95795 1.93762 0.187 -0.746 -0.372 -0.592
C -4.85690 7.87645 1.21491 0.129 0.289 0.223 -0.275
C -4.26028 3.12785 -4.34343 -0.936 0.531 -0.346 -0.698
C -5.52410 2.79188 -4.83760 1.461 0.326 0.456 -0.875
C -6.36415 3.90873 -4.56890 0.240 0.310 0.132 -0.706
C -5.60391 4.88587 -3.94569 -0.089 -0.212 -0.186 -0.452
C -3.23004 6.75794 -5.43742 1.024 0.514 -0.181 -0.279
C -2.48451 7.68039 -6.18476 -0.142 -1.007 1.347 -0.587
C -1.15969 7.68811 -5.62278 -0.371 -0.499 0.377 -0.573
C -1.14773 6.76324 -4.58850 -0.677 0.261 -0.607 -0.435
H -5.54352 6.39873 -0.97109 0.643 -0.527 0.210 0.361
H -5.04297 4.77936 -1.52383 -0.018 0.477 0.115 0.909
H -4.18554 7.12871 -2.73087 0.339 -0.456 0.334 0.506
H -2.89282 6.97665 -1.50806 -0.360 -0.091 -0.185 0.545
H -4.63515 3.55194 2.88324 0.174 0.006 0.159 0.419
H -7.13969 3.64768 3.95109 -0.080 -0.268 0.315 0.450
H -8.66753 5.08414 2.21136 0.436 -0.149 -0.043 0.420
H -7.00890 5.82113 0.21341 0.022 -0.182 0.364 0.369
H -1.91939 6.70286 1.97413 0.070 0.109 0.105 0.316
H -2.32797 9.26795 2.87132 -0.415 -0.392 -0.193 0.400
H -4.90962 9.87415 2.19887 0.207 -0.458 -0.364 0.401
H -5.80133 7.78121 0.68714 0.269 -0.084 0.370 0.275
H -3.33469 2.56878 -4.33183 -0.234 0.172 -0.187 0.844
H -5.76034 1.86281 -5.36431 0.004 0.492 0.372 0.416
H -7.41879 3.96698 -4.82721 0.318 0.169 0.174 0.434
H -5.91275 5.85905 -3.56674 0.164 -0.364 -0.227 0.427
H -4.25881 6.47250 -5.54481 -0.098 -0.127 0.004 0.350
H -2.84345 8.28956 -7.01307 0.060 -0.328 0.313 0.421
H -0.32438 8.30816 -5.95419 -0.321 -0.365 0.216 0.402
H -0.36736 6.47379 -3.91077 0.253 -0.016 0.042 0.363
C 2.17313 -1.94558 1.86310 -0.279 0.689 0.181 -1.761
C 1.37241 -1.39576 0.66073 -0.292 0.037 -1.452 2.272
C 2.23799 -1.24275 -0.59641 0.676 0.093 -0.681 -1.565
C 0.29787 -2.40679 0.28179 -0.755 -0.434 -0.125 -1.293
C 0.79824 -0.01089 0.90002 0.249 3.473 1.769 -1.480
C 0.67288 1.20859 1.26323 0.819 -5.643 -0.559 0.906
H 2.58984 -2.95519 1.66824 -0.227 0.691 -0.193 0.373
H 1.47485 -2.03975 2.70401 0.293 0.025 0.029 0.389
H 2.97488 -1.23871 2.13162 -0.192 -0.396 0.006 0.395
H 2.70069 -2.18820 -0.94434 -0.330 0.262 0.429 0.372
H 1.60954 -0.87675 -1.43170 0.414 -0.042 0.445 0.290
H 3.05310 -0.52838 -0.42306 -0.203 -0.071 -0.110 0.385
H -0.43069 -2.54043 1.07601 -0.143 0.032 0.216 0.375
H -0.25289 -2.09207 -0.61065 0.238 -0.052 0.331 0.045
H 0.70425 -3.40517 0.06039 0.209 0.356 0.125 0.451
```
Positions in Å, forces in eV/Å.

Values from the calculation:
**Highest occupied orbital energy (alpha / beta)**: -6.2 / -6.6 eV
**Energy**: -3448.92125 Ha
**Kohn-Sham gap (alpha / beta)**: 6.444 / 5.731 eV
**2S+1**: 5
**<S²>**: 6.02
**ΔE to the lowest compared entry with this formula, charge and spin**: 3.804 eV


Record 4
The following is a quantum chemistry calculation of C5H7NO in the gas phase, from the Open Molecules 2025 dataset.

```
14
Properties=species:S:1:pos:R:3:forces:R:3:nbo_charge:R:1
C -0.45699 1.46693 -0.32092 -0.027 0.056 -0.050 -0.589
C 0.13325 0.43796 0.66155 -0.093 -0.030 -0.009 -0.320
C 1.55923 0.72335 0.88537 0.941 0.146 0.170 0.286
N 2.70221 0.84694 1.00963 -1.008 0.015 -0.062 -0.327
C 0.06312 -1.07353 0.28848 -0.056 -0.006 0.007 -0.510
C -0.68043 -1.54108 -0.94163 -0.131 0.175 -0.212 0.448
O -1.22349 -0.86149 -1.77605 0.218 -0.351 0.377 -0.516
H 0.10798 1.49282 -1.25171 -0.031 -0.017 0.031 0.224
H -0.41824 2.45880 0.13669 0.071 -0.111 -0.030 0.215
H -1.49280 1.23958 -0.57178 0.146 -0.030 0.133 0.235
H -0.37907 0.57221 1.62225 0.128 -0.050 -0.142 0.245
H 1.08131 -1.46238 0.16121 -0.116 -0.031 -0.045 0.255
H -0.33326 -1.64876 1.13593 0.002 0.066 -0.153 0.241
H -0.66282 -2.65136 -1.03900 -0.045 0.167 -0.016 0.111
```
Positions in Å, forces in eV/Å.

Values from the calculation:
**Highest occupied orbital energy**: -10.3 eV
**Energy**: -324.68612 Ha
**Kohn-Sham gap**: 10.917 eV
**ΔE to the lowest compared entry with this formula, charge and spin**: 1.043 eV
**SMILES**: C[C@H](C#N)CC=O


Record 5
The following is a quantum chemistry calculation of 2 unconnected molecules or ions with the total composition C2H8NO, from the Open Molecules 2025 dataset.

```
12
Properties=species:S:1:pos:R:3:forces:R:3:nbo_charge:R:1
N -1.34021 0.64165 1.44182 -0.023 -0.195 -0.217 -0.861
H -0.38070 0.70847 1.05719 -0.816 0.184 0.725 0.428
H -1.61388 1.50304 1.92745 0.146 0.101 0.058 0.485
H -1.99907 0.48663 0.67209 -0.137 0.043 0.085 0.462
H -1.41408 -0.14714 2.09414 0.033 0.048 0.092 0.476
O 1.19628 1.02694 0.03058 0.178 -0.376 -0.484 -0.078
C 1.31745 0.29815 -0.91003 0.484 0.265 -0.068 0.478
C 0.67524 -1.05220 -1.10409 -0.074 -0.777 0.024 -0.701
H 2.01578 0.67477 -1.71233 -0.016 0.074 -0.101 0.365
H 1.27604 -1.64133 -1.79856 0.055 0.175 -0.064 0.330
H -0.32255 -0.91072 -1.54276 0.111 0.251 -0.113 0.322
H 0.58971 -1.58826 -0.15549 0.060 0.207 0.064 0.294
```
Positions in Å, forces in eV/Å.

Values from the calculation:
**Highest occupied orbital energy (alpha / beta)**: -23.8 / -24.3 eV
**Energy**: -210.20066 Ha
**Net charge**: +2
**Kohn-Sham gap (alpha / beta)**: 13.094 / 9.555 eV
**2S+1**: 2
**<S²>**: 0.76
**ΔE to the lowest compared entry with this formula, charge and spin**: 0.721 eV


Record 6
The following is a quantum chemistry calculation of a molecular structure, C7H17ClN4O2Sn, from the Open Molecules 2025 dataset.

```
32
Properties=species:S:1:pos:R:3:forces:R:3:nbo_charge:R:1
Sn 2.66398 -1.33977 1.05425 6.130 -4.529 1.093 1.740
N 1.97896 -0.61333 -0.73662 -5.716 -3.844 6.414 -0.808
C 1.24462 0.37424 0.14409 -1.378 1.914 -0.608 -0.241
C 0.27103 1.22139 -0.71298 -0.533 0.300 0.068 -0.426
C -0.55808 0.56531 -1.84766 0.192 0.147 -0.282 -0.432
C -1.48682 -0.59714 -1.50166 -0.405 0.155 0.218 -0.219
N -2.12996 -0.40692 -0.21866 -0.257 -1.056 0.014 -0.595
C -3.19738 0.26056 0.16248 -0.912 0.591 -0.675 0.677
N -4.13793 0.64375 -0.70098 0.171 0.010 -0.227 -0.765
N -3.32256 0.56630 1.45330 1.388 -0.512 0.722 -0.772
C 0.62970 -0.24058 1.48711 -6.833 1.772 -1.407 0.755
O -0.64511 -0.20661 1.57056 6.063 0.124 2.267 -0.631
O 1.41916 -0.64634 2.37575 0.023 -0.071 1.232 -0.652
H 2.48940 -0.11640 -1.28156 4.315 3.405 -5.475 0.431
H 1.26429 -1.28813 -1.01968 0.655 0.405 -1.464 0.442
H 2.01138 1.06588 0.52179 0.056 0.055 -0.062 0.275
H 0.87122 2.00282 -1.20098 -0.020 -0.207 0.172 0.257
H -0.41620 1.76308 -0.05088 0.291 -0.188 0.041 0.258
H 0.11026 0.24821 -2.65719 -0.133 0.038 -0.020 0.221
H -1.18089 1.36191 -2.27622 0.346 0.007 0.126 0.254
H -0.91469 -1.52821 -1.43208 -0.238 -0.125 0.024 0.191
H -2.24236 -0.75781 -2.27687 0.331 -0.005 -0.108 0.237
H -1.52199 -0.62741 0.59205 -0.831 0.092 -1.356 0.429
H -4.05455 0.38473 -1.67240 -0.284 0.079 0.174 0.421
H -4.95377 1.14692 -0.39081 0.029 -0.027 -0.165 0.433
H -2.49384 0.36051 2.03517 -1.173 0.352 -0.250 0.437
H -4.07874 1.08963 1.85360 -0.194 -0.026 -0.122 0.434
Cl 4.89605 0.92795 0.63611 -0.100 0.027 -0.075 -0.003
C 4.65182 -0.63701 1.44384 0.181 -0.072 0.320 -0.811
H 4.79318 -0.51483 2.53739 -0.096 -0.077 -0.678 0.279
H 5.38660 -1.37209 1.05589 -0.520 0.428 0.222 0.276
H 2.65323 -3.09060 1.05387 -0.548 0.840 -0.132 -0.093
```
Positions in Å, forces in eV/Å.

Values from the calculation:
**Highest occupied orbital energy**: -16.5 eV
**Energy**: -1320.26922 Ha
**Net charge**: +2
**Kohn-Sham gap**: 9.000 eV